<a>
Formula: C30H30BrN9O4PdS
Source: the OMol25 dataset
Level of theory: the ωB97M-V functional and the def2-TZVPD basis

Structure (XYZ):
```
76
Properties=species:S:1:pos:R:3
H 1.2899 -1.6809 -1.4782
C -5.4186 -2.9607 -1.7497
N -1.5295 2.5190 0.2119
H -5.2342 3.0325 0.4912
H 4.2412 -1.1825 1.5691
C 0.3638 0.5445 -2.4985
C -2.4198 1.4588 0.2912
C -4.2931 3.0613 -0.0626
Pd -1.3505 -2.2512 0.1207
H 4.2417 1.1287 -3.0590
H 2.2802 1.1037 3.2219
C 5.6632 2.1054 1.6383
H -0.3129 1.1895 -1.9552
C 2.9008 -1.3925 -0.0513
C -5.4806 -3.4007 -0.4312
N 3.9421 0.1911 -3.2688
C 3.2296 1.3593 2.7708
H -4.0852 -0.2919 -0.2446
H -0.3621 1.7428 1.7561
C 2.0377 -1.1588 -3.9085
H 6.5027 0.5498 2.8624
N -1.9658 -2.0739 -1.9096
H -4.2427 -3.5841 1.3519
H 4.4665 -0.2424 -4.0095
H 3.6610 -1.2823 -0.8142
N -3.2138 -2.8718 -0.2762
C -3.2280 -2.4910 -1.5769
N 3.5607 -1.1499 4.4113
C 2.5739 -0.0346 -3.2656
H 2.3966 2.9752 1.6435
C 0.6835 -1.4275 -3.8410
S -1.8798 -0.8828 -3.0474
C 4.4959 2.7648 1.2978
C -4.6356 0.6411 -0.2626
C 1.5709 -1.6173 -0.4420
C 0.9179 -1.7848 1.7753
H -5.3912 0.6237 0.5297
H 1.5523 -1.9482 5.5349
C 1.3463 -1.8981 4.4715
N 0.6230 -1.8104 0.4407
C -4.3157 -3.3171 0.3064
C -0.1507 -0.5819 -3.1197
C 4.3885 0.6537 3.0968
C 1.7171 0.8205 -2.5656
H 0.4792 1.8193 0.2038
C -1.5106 3.4051 -0.9446
C 2.1995 -1.4720 2.2586
H -2.2936 3.1332 -1.6485
H 6.6081 2.4041 1.2047
H 0.1548 3.3154 1.1051
N -3.7088 1.7374 -0.0646
H -3.6339 3.7687 0.4324
O -1.2806 -2.5683 2.0823
N -4.3190 -2.4980 -2.3359
O -2.2971 -1.3948 -4.3200
H -0.6941 -2.5924 4.6587
C 0.0870 -2.2508 3.9926
C -0.2438 2.3324 0.8510
Br 4.5388 4.1639 0.0187
H -0.5530 3.3167 -1.4656
H -5.1325 0.7419 -1.2307
H 2.1219 1.6940 -2.0636
C 5.6030 1.0688 2.5558
O -2.0864 0.3500 0.7043
H 0.2638 -2.2888 -4.3475
H -6.3990 -3.7696 -0.0001
H -4.5092 3.4215 -1.0728
C 2.3866 -1.4567 3.6725
H -1.6320 4.4522 -0.6555
N 4.4870 -0.4088 4.0448
C 3.2106 -1.3212 1.2748
H 2.6944 -1.8218 -4.4612
H -6.3109 -2.9747 -2.3690
C -0.1633 -2.1982 2.6285
O -2.4941 0.3236 -2.5482
C 3.2896 2.4200 1.8835
```

Total charge: 0
Kohn-Sham gap (spin up / spin down) (eV): 6.861 / 6.862
HOMO (spin up / spin down) (eV): -7.42 / -7.42

<b>
Formula: C30H30BrN9O4PdS
Source: the OMol25 dataset
Level of theory: the ωB97M-V functional and the def2-TZVPD basis

Structure (XYZ):
```
76
Properties=species:S:1:pos:R:3
C -1.7914 5.2961 -3.6671
H 4.5493 1.5457 3.7034
N -1.9083 0.2745 1.0098
N 6.9023 0.3358 3.7498
H -1.3403 9.0796 -4.3058
C -1.4628 1.5510 0.8351
C -1.5948 3.7694 -0.1543
H -3.0278 -3.0099 2.8792
H -4.0920 -4.5394 -1.7885
H -3.4257 -1.0741 0.7628
C -1.6987 6.1739 -2.5828
C 5.1670 -0.8325 0.7200
H -4.1194 -2.8182 -2.1989
H -4.8930 0.5196 -0.4644
O 0.3991 0.9293 2.1587
C -3.7902 -3.5448 -1.4531
H 7.6148 -0.3712 3.8027
Br -1.5446 7.8004 -6.9525
C -1.5144 7.5376 -2.8253
H -1.8137 5.0998 -5.8053
C -1.4656 8.0213 -4.1192
S 2.5945 -0.6269 -0.1381
C -1.6267 -2.9832 -2.4773
C 3.9785 -0.1232 0.8131
C -2.1995 2.4962 0.1168
C 4.7257 0.8907 2.8568
C -2.8453 -5.0125 0.9506
C -0.3819 4.0639 0.4692
O 3.0422 -1.4222 -1.2449
H -4.3007 -3.3233 -0.5179
H -0.5579 -3.1033 -2.3326
H -2.3563 -5.6043 1.7254
N -2.3303 -3.6466 1.0161
H -3.9238 -5.0518 1.1225
Pd -0.1374 -0.7387 1.1498
C 0.2846 3.1479 1.2733
H -1.8244 -1.9287 -2.6862
C 1.2010 -4.8943 1.7651
C 3.7578 0.7408 1.8859
H 0.3895 -5.4850 2.1852
C 5.9241 0.1701 2.7793
C -3.4596 2.1087 -0.3679
N 3.1945 -3.3285 0.8457
C 6.1403 -0.6725 1.6890
N 1.7147 -1.5092 0.9701
H 5.3124 -1.5116 -0.1092
H -4.0490 2.8184 -0.9341
O -0.9081 -2.2008 -0.1037
H -1.4172 8.2057 -1.9786
C -3.0996 -0.0589 0.5665
N 0.9856 -3.5895 1.6762
N -1.7734 5.7552 -1.2573
C -1.5888 7.1377 -5.1820
C 1.9772 -2.8555 1.1455
H -1.5059 -2.2530 2.3598
H 2.5207 -6.5707 1.4261
C -1.7390 5.7777 -4.9657
H -1.4930 -3.9052 2.9233
C 3.3753 -4.6349 0.9569
C -1.8193 -3.0462 -0.0847
H 1.2289 3.4136 1.7323
H -1.8916 4.2364 -3.4758
N -2.1944 4.5759 -1.0706
C -2.0757 -3.1704 2.3680
C -0.1913 1.8579 1.4550
H 2.8107 1.2628 1.9577
N -2.3435 -3.4440 -1.2898
C -3.9198 0.8415 -0.1211
H 6.5960 0.6801 4.6430
H -2.6209 -5.4555 -0.0145
C 2.3795 -5.5017 1.3745
O 1.7509 0.4959 -0.4462
H 4.3703 -4.9962 0.7146
H 0.0460 5.0404 0.2820
H 7.0702 -1.2273 1.6242
H -1.9466 -3.5862 -3.3258
```

Total charge: 0
Kohn-Sham gap (eV): 6.255
HOMO (eV): -7.06

Structures ranked by computed energy, the most stable listed first: <a>, <b>.